No. 1
Entry from the OMol25 dataset: CBr2Cl2S as an isolated structure at a distorted geometry (wB97M-V/def2-TZVPD).

```
6
CBr2Cl2S, DFT wB97M-V/def2-TZVPD
C 1.162 -0.088 -0.019
S -0.515 -0.393 -0.378
Cl -3.417 -0.808 -0.188
Cl -1.077 1.506 -0.663
Br 2.182 -1.650 0.181
Br 1.665 1.433 1.067
```

The relative energy (zero: lowest compared OMol25 entry of this formula, charge and spin) comes out at 60.58 kcal per mole. Its highest occupied orbital energy (spin up / spin down) is -0.320 / -0.320 hartree.

---

No. 2
Entry from the OMol25 dataset: C28H29AsN8O6RhS2Se as an isolated structure at a distorted geometry (wB97M-V/def2-TZVPD).

```
76
C28H29AsN8O6RhS2Se, DFT wB97M-V/def2-TZVPD
Rh -1.267 0.049 0.026
O -3.982 0.770 1.586
As -2.900 2.165 1.619
O -3.147 2.831 3.092
O -1.357 1.536 1.466
C -3.533 3.391 0.242
C -4.160 4.534 0.720
C -4.765 5.416 -0.162
C -4.750 5.159 -1.526
C -4.113 4.026 -2.007
C -3.498 3.151 -1.126
S -2.740 1.666 -1.776
O -2.856 1.749 -3.213
O -3.468 0.570 -1.156
O -1.325 1.712 -1.307
H -4.610 0.896 2.309
H -4.165 4.710 1.790
H -5.269 6.296 0.218
H -5.236 5.839 -2.214
H -4.095 3.774 -3.059
N -1.252 -0.677 3.284
C -1.635 -1.708 2.506
N -2.040 -2.824 3.122
C -2.370 -3.837 2.309
N -2.881 -4.959 2.909
N -2.286 -3.845 0.994
C -1.872 -2.694 0.424
N -1.524 -1.586 1.182
C -1.773 -2.541 -0.970
C -2.151 -3.520 -1.923
C -2.045 -3.235 -3.254
C -1.539 -1.982 -3.662
C -1.181 -1.067 -2.696
N -1.297 -1.313 -1.387
H -1.526 -0.728 4.248
H -1.187 0.243 2.855
H -2.682 -5.067 3.888
H -2.854 -5.785 2.338
H -2.536 -4.462 -1.562
H -2.353 -3.958 -3.999
H -1.433 -1.725 -4.705
H -0.802 -0.092 -2.973
C 4.783 -0.077 5.120
C 3.844 -0.004 3.946
C 3.154 1.158 3.635
C 2.361 1.258 2.497
C 1.627 2.533 2.199
C 2.261 0.153 1.641
Se 1.411 0.372 -0.064
C 2.858 -1.064 1.997
C 2.664 -2.299 1.172
C 3.654 -1.114 3.133
H 4.763 0.845 5.700
H 5.804 -0.243 4.768
H 4.522 -0.905 5.780
H 3.243 2.020 4.287
H 1.722 3.241 3.022
H 0.567 2.334 2.035
H 2.018 2.996 1.287
H 1.612 -2.419 0.903
H 2.997 -3.185 1.711
H 3.229 -2.214 0.239
H 4.153 -2.044 3.385
C 3.546 -0.357 -6.377
C 3.685 -0.368 -4.883
C 4.727 0.281 -4.225
C 4.727 0.203 -2.842
N 3.793 -0.438 -2.157
C 2.836 -1.038 -2.872
S 1.633 -1.935 -2.022
N 2.753 -1.027 -4.206
H 4.517 -0.415 -6.867
H 3.062 0.570 -6.687
H 2.929 -1.197 -6.687
H 5.490 0.826 -4.762
H 5.510 0.672 -2.255
```

The relative energy (zero: lowest compared OMol25 entry of this formula, charge and spin) comes out at 15.31 kcal per mole. Its expectation value of S² is 6.031. As for the spin multiplicity: 5. The net charge is -1. Its highest occupied orbital energy (spin up / spin down) is -0.100 / -0.200 hartree.

---

No. 3
Entry from the OMol25 dataset: an isolated molecule of C3H4N2OS at a distorted geometry (wB97M-V/def2-TZVPD).

```
11
C3H4N2OS, DFT wB97M-V/def2-TZVPD
C 1.247 0.218 1.058
C 0.057 -0.383 1.308
C -0.530 -0.501 -0.030
H 2.539 2.336 -0.858
H 1.142 2.350 0.264
H 1.896 0.650 1.762
H -0.384 -0.435 2.460
N 1.477 1.905 -0.591
N 1.605 0.452 -0.352
O 0.119 0.206 -0.848
S -2.022 -1.191 -0.266
```

The relative energy (zero: lowest compared OMol25 entry of this formula, charge and spin) comes out at 122.77 kcal per mole. Its SMILES is Nn1ccc(=S)o1. Its highest occupied orbital energy is -0.311 hartree.

---

No. 4
Entry from the OMol25 dataset: C2H3LiOSc as an isolated structure at a distorted geometry (wB97M-V/def2-TZVPD).

```
8
C2H3LiOSc, DFT wB97M-V/def2-TZVPD
O 1.654 -0.167 -0.461
C 1.836 -1.514 -0.514
Li -0.032 0.102 2.435
Sc 3.292 -0.217 1.564
H 2.912 -1.775 -0.536
C 0.965 -2.304 0.778
H 1.350 -3.322 0.925
H -0.118 -2.331 0.560
```

The relative energy (zero: lowest compared OMol25 entry of this formula, charge and spin) comes out at 0.00 kcal per mole. Its expectation value of S² is 0.804. As for the spin multiplicity: 2. The net charge is +2. Its highest occupied orbital energy (spin up / spin down) is -0.617 / -0.630 hartree.

---

No. 5
Entry from the OMol25 dataset: an isolated molecule of C3H4O4 at a distorted geometry (wB97M-V/def2-TZVPD).

```
11
C3H4O4, DFT wB97M-V/def2-TZVPD
C 0.044 -0.393 0.159
C -1.127 -1.225 -0.143
C 0.119 1.063 -0.202
O -1.691 -0.664 0.930
O 1.186 -1.014 0.442
O 1.336 1.562 0.148
O -0.771 1.734 -0.639
H 1.895 -0.383 0.648
H 1.366 2.508 -0.061
H -1.432 -0.882 -1.174
H -0.925 -2.307 -0.109
```

The relative energy (zero: lowest compared OMol25 entry of this formula, charge and spin) comes out at 66.98 kcal per mole. Its highest occupied orbital energy (spin up / spin down) is -0.350 / -0.350 hartree.

---

No. 6
Entry from the OMol25 dataset: C6H7BrN as an isolated structure at a distorted geometry (wB97M-V/def2-TZVPD).

```
15
C6H7BrN, DFT wB97M-V/def2-TZVPD
C -2.424 0.607 0.449
C -1.537 1.297 1.331
C -1.820 0.029 -0.697
C -0.199 1.209 1.132
C -0.421 -0.200 -0.691
C 3.880 1.129 -0.449
N 0.282 0.381 0.234
Br 2.655 0.064 0.091
H -3.442 0.856 0.561
H -2.023 1.791 2.170
H -2.384 -0.284 -1.500
H 0.424 1.741 1.749
H 0.045 -0.902 -1.314
H 4.437 1.671 0.227
H 3.904 1.446 -1.498
```

The relative energy (zero: lowest compared OMol25 entry of this formula, charge and spin) comes out at 0.00 kcal per mole. Its expectation value of S² is 2.011. As for the spin multiplicity: 3. The net charge is +1. Its highest occupied orbital energy (spin up / spin down) is -0.443 / -0.544 hartree.

---

No. 7
Entry from the OMol25 dataset: C28H46F6OP2Ru as an isolated structure at a distorted geometry (wB97M-V/def2-TZVPD).

```
84
C28H46F6OP2Ru, DFT wB97M-V/def2-TZVPD
Ru -0.257 2.589 -0.423
C 0.752 0.954 2.885
C 1.660 1.397 1.918
C -0.232 2.775 1.826
C -0.414 1.762 2.835
C 1.102 2.589 1.181
C 1.022 -0.126 3.880
H 1.956 -0.655 3.673
H 0.212 -0.858 3.927
H 1.098 0.254 4.906
C -1.518 1.689 3.829
H -1.436 0.765 4.435
H -2.455 1.558 3.263
H -1.587 2.566 4.511
C -1.067 4.000 1.799
H -0.593 4.869 2.298
H -2.035 3.825 2.312
H -1.261 4.118 0.714
C 2.057 3.733 0.921
H 2.501 4.130 1.858
H 1.565 4.519 0.346
H 2.907 3.283 0.379
C 2.992 0.810 1.739
H 3.593 0.966 2.644
H 3.529 1.204 0.864
H 2.890 -0.289 1.692
C 0.024 -1.814 0.561
C 1.200 -1.981 1.207
C 2.344 -2.811 0.650
C 2.828 -2.572 -0.878
C 3.080 -1.114 -1.070
C 2.086 -0.239 -1.271
C 0.624 -0.293 -1.421
C -0.130 -1.575 -0.927
H 2.090 -3.901 0.756
H 2.170 -3.123 -1.599
H 3.216 -2.453 1.287
H 0.079 -2.423 -1.618
H -0.857 -1.430 1.125
H 1.242 -1.626 2.211
H -1.186 -1.392 -1.190
H 0.168 0.683 -0.869
H 2.450 0.816 -1.241
H 0.315 -0.094 -2.590
H 3.783 -3.101 -1.035
H 4.144 -0.720 -1.185
P -0.553 -1.198 -3.899
P -0.039 2.403 -3.149
C -0.275 0.045 -5.201
C -0.744 1.457 -4.785
H -0.843 -0.230 -6.109
H 0.790 0.062 -5.513
H -0.521 2.183 -5.603
H -1.831 1.469 -4.581
C -0.756 3.976 -3.795
H -0.315 4.802 -3.231
H -1.835 3.960 -3.598
H -0.551 4.091 -4.874
C 1.611 2.579 -3.946
H 1.528 2.876 -5.000
H 2.187 1.656 -3.895
H 2.184 3.329 -3.406
C -2.257 -1.787 -3.922
H -2.394 -2.396 -3.023
H -2.463 -2.414 -4.791
H -3.013 -1.010 -3.858
C 0.388 -2.665 -4.381
H 1.345 -2.419 -4.845
H -0.164 -3.317 -5.064
H 0.583 -3.243 -3.474
C -3.926 -2.245 2.959
C -2.508 -2.140 3.534
O -1.803 -1.183 3.011
C -2.717 -1.953 5.137
F -3.513 -2.935 5.670
F -1.558 -1.942 5.842
F -3.355 -0.763 5.368
C -1.796 -3.564 3.300
F -2.489 -4.606 3.850
F -1.732 -3.803 1.957
F -0.529 -3.613 3.787
H -4.467 -1.330 3.215
H -4.462 -3.120 3.332
H -3.854 -2.280 1.869
```

The relative energy (zero: lowest compared OMol25 entry of this formula, charge and spin) comes out at 58.34 kcal per mole. Its expectation value of S² is 8.794. As for the spin multiplicity: 6. The net charge is +1. Its highest occupied orbital energy (spin up / spin down) is -0.352 / -0.354 hartree.